{
  "formula": "C36H41N5RhSe",
  "method": "ωB97M-V/def2-TZVPD",
  "species": ["Rh", "N", "N", "C", "C", "C", "C", "H", "H", "H", "C", "C", "H", "H", "H", "C", "C", "H", "H", "H", "C", "H", "H", "H", "C", "H", "H", "H", "C", "H", "C", "H", "C", "H", "C", "H", "C", "C", "H", "C", "C", "H", "C", "H", "N", "C", "C", "C", "H", "C", "C", "H", "H", "H", "C", "H", "C", "C", "H", "H", "H", "C", "H", "H", "H", "C", "N", "C", "Se", "N", "C", "C", "C", "C", "C", "C", "H", "H", "H", "H", "H", "H", "H", "H"],
  "xyz": [[-0.270, -0.469, -0.997], [1.667, 3.822, 0.699], [1.703, 1.360, -0.740], [-0.431, -1.687, -2.634], [-1.210, -0.500, -2.807], [-2.188, -0.465, -1.755], [-3.166, 0.641, -1.538], [-3.438, 1.105, -2.491], [-2.733, 1.428, -0.904], [-4.070, 0.275, -1.045], [-1.982, -1.610, -0.920], [-2.726, -1.974, 0.319], [-3.781, -1.699, 0.240], [-2.297, -1.463, 1.190], [-2.649, -3.048, 0.496], [-0.888, -2.358, -1.458], [-0.283, -3.604, -0.911], [-0.842, -3.962, -0.046], [0.751, -3.411, -0.597], [-0.247, -4.390, -1.671], [-1.010, 0.536, -3.871], [-1.953, 1.036, -4.106], [-0.601, 0.073, -4.773], [-0.296, 1.298, -3.536], [0.650, -2.215, -3.526], [1.546, -2.421, -2.928], [0.911, -1.485, -4.296], [0.349, -3.156, -4.004], [1.643, 4.859, 1.527], [2.613, 5.260, 1.839], [0.446, 5.429, 1.986], [0.482, 6.305, 2.626], [-0.765, 4.870, 1.563], [-1.722, 5.265, 1.902], [-0.732, 3.806, 0.673], [-1.637, 3.368, 0.253], [0.512, 3.219, 0.314], [0.484, 1.964, -0.465], [-0.266, 1.933, -1.284], [1.683, 0.044, -1.033], [3.030, 1.837, -0.787], [3.248, 2.850, -0.503], [3.794, 0.789, -1.149], [4.852, 0.727, -1.326], [2.959, -0.334, -1.280], [3.415, -1.679, -1.516], [4.079, -1.986, -2.713], [4.443, -3.321, -2.942], [4.941, -3.579, -3.880], [4.180, -4.321, -2.006], [4.582, -5.745, -2.264], [3.914, -6.441, -1.745], [5.603, -5.951, -1.912], [4.553, -5.968, -3.336], [3.560, -3.975, -0.802], [3.377, -4.745, -0.050], [3.198, -2.651, -0.526], [2.667, -2.276, 0.825], [3.259, -1.470, 1.282], [2.714, -3.145, 1.495], [1.616, -1.946, 0.788], [4.330, -0.944, -3.753], [4.937, -0.111, -3.377], [3.396, -0.534, -4.168], [4.877, -1.410, -4.581], [-4.127, 1.163, 1.734], [-3.324, 1.545, 2.884], [-1.964, 1.418, 2.984], [-0.732, 0.609, 1.811], [-1.638, 1.953, 4.199], [-2.777, 2.404, 4.877], [-2.953, 2.818, 6.191], [-4.276, 2.964, 6.640], [-5.368, 2.697, 5.788], [-5.167, 2.284, 4.462], [-3.848, 2.151, 4.038], [-3.994, 1.881, 0.913], [-5.174, 1.163, 2.046], [-3.836, 0.163, 1.390], [-0.687, 1.989, 4.555], [-2.077, 3.008, 6.811], [-4.477, 3.279, 7.664], [-6.382, 2.810, 6.172], [-5.981, 2.055, 3.776]],
  "mulliken_charge": [0.073, -0.364, 1.052, 0.847, 0.056, 0.964, -1.175, 0.517, -0.336, 0.366, 1.022, -1.374, 0.445, 0.019, 0.511, 0.086, -1.335, 0.382, -0.023, 0.282, -1.817, 0.372, 0.479, 0.161, -1.216, -0.008, 0.234, 0.336, -0.666, 0.342, -0.551, 0.372, -0.756, 0.421, -0.238, 0.097, 1.138, -1.435, -0.055, -0.938, -1.015, 0.604, -0.682, 0.636, 1.417, -0.882, 1.585, -1.013, 0.326, 0.587, -1.573, 0.375, 0.288, 0.377, -1.087, 0.358, 1.274, -1.036, 0.327, 0.398, 0.048, -1.585, 0.330, 0.233, 0.423, -0.391, 0.396, -0.375, -0.247, 0.152, 0.184, -0.810, -0.444, -0.671, -0.836, 1.058, 0.162, 0.200, -0.041, 0.243, 0.381, 0.356, 0.351, 0.332],
  "total_charge": -1,
  "multiplicity": 5,
  "e_homo_ev": [0.1, -4.0],
  "e_above_lowest_kj_mol": 0.0,
  "gap_ev": [2.384, 6.479]
}

***

{
  "formula": "C5H12O",
  "method": "ωB97M-V/def2-TZVPD",
  "species": ["C", "O", "C", "C", "C", "C", "H", "H", "H", "H", "H", "H", "H", "H", "H", "H", "H", "H"],
  "xyz": [[-2.113, 0.786, 1.644], [-1.315, 0.001, 0.954], [-0.291, 0.379, 0.253], [0.483, -0.677, -0.473], [1.532, -1.336, 0.438], [1.148, -0.078, -1.716], [-2.349, 1.707, -0.191], [-1.713, 1.727, 2.008], [-2.901, 0.258, 2.161], [-1.769, 1.611, -0.703], [0.151, 1.346, 0.496], [-0.232, -1.447, -0.790], [1.062, -1.774, 1.325], [2.068, -2.131, -0.094], [2.269, -0.597, 0.774], [0.404, 0.342, -2.400], [1.842, 0.725, -1.435], [1.725, -0.840, -2.252]],
  "mulliken_charge": [-0.554, -0.219, -0.635, 0.876, -1.394, -1.468, 0.113, 0.321, 0.223, -0.041, 0.476, 0.153, 0.350, 0.381, 0.328, 0.367, 0.327, 0.396],
  "e_homo_ev": [-7.4, -7.2],
  "e_above_lowest_kj_mol": 426.6,
  "gap_ev": [8.223, 8.061]
}

***

{
  "formula": "C5H9N",
  "method": "ωB97M-V/def2-TZVPD",
  "species": ["C", "C", "C", "C", "C", "N", "H", "H", "H", "H", "H", "H", "H", "H", "H"],
  "xyz": [[-0.568, 1.344, -0.335], [-0.447, 0.009, 0.402], [-0.966, -1.147, -0.450], [0.999, -0.254, 0.877], [2.007, -0.031, -0.169], [2.791, 0.176, -0.994], [-0.388, 2.195, 0.331], [-1.569, 1.457, -0.766], [0.155, 1.400, -1.157], [-1.051, 0.057, 1.317], [-0.393, -1.237, -1.381], [-2.017, -0.982, -0.714], [-0.901, -2.100, 0.087], [1.097, -1.287, 1.230], [1.251, 0.401, 1.719]],
  "mulliken_charge": [-1.418, 0.580, -1.428, -0.562, 0.222, -0.451, 0.333, 0.391, 0.360, 0.229, 0.332, 0.375, 0.378, 0.342, 0.317],
  "e_homo_ev": -11.5,
  "smiles": "CC(C)CC#N",
  "e_above_lowest_kj_mol": 3.4,
  "gap_ev": 12.344
}

***

{
  "formula": "C3H7NOS2",
  "method": "ωB97M-V/def2-TZVPD",
  "species": ["N", "C", "C", "O", "C", "S", "S", "H", "H", "H", "H", "H", "H", "H"],
  "xyz": [[-0.757, -0.993, -1.450], [-0.465, -0.730, -0.045], [-1.780, -0.899, 0.964], [-1.528, -0.833, 2.122], [0.262, 0.544, 0.391], [1.562, 0.886, -1.018], [2.600, 2.512, -0.262], [-1.301, -0.178, -1.695], [0.071, -0.957, -1.998], [0.113, -1.588, 0.361], [-2.729, -1.097, 0.523], [0.797, 0.288, 1.368], [-0.319, 1.506, 0.473], [3.474, 1.538, 0.266]],
  "mulliken_charge": [-0.690, 0.025, -0.062, -0.437, -0.689, -0.134, -0.238, 0.285, 0.304, 0.261, 0.407, 0.360, 0.426, 0.182],
  "e_homo_ev": -9.3,
  "smiles": "N[C@H](C=O)CSS",
  "e_above_lowest_kj_mol": 194.4,
  "gap_ev": 9.727
}

***

{
  "formula": "C24H23N3O4",
  "method": "ωB97M-V/def2-TZVPD",
  "species": ["O", "C", "O", "C", "C", "C", "C", "N", "C", "C", "N", "C", "C", "C", "C", "C", "C", "C", "C", "C", "C", "C", "C", "C", "C", "C", "C", "N", "O", "O", "C", "H", "H", "H", "H", "H", "H", "H", "H", "H", "H", "H", "H", "H", "H", "H", "H", "H", "H", "H", "H", "H", "H", "H"],
  "xyz": [[-5.404, -3.315, -1.230], [-5.450, -2.111, -1.161], [-6.449, -1.401, -1.708], [-4.440, -1.275, -0.490], [-3.338, -1.894, 0.120], [-2.358, -1.158, 0.727], [-2.396, 0.255, 0.751], [-1.318, 0.983, 1.136], [-1.041, 2.304, 0.627], [0.429, 2.389, 0.128], [1.310, 1.408, 0.729], [1.413, 0.178, -0.055], [2.126, 0.445, -1.365], [1.855, -0.353, -2.468], [2.533, -0.159, -3.658], [3.488, 0.838, -3.759], [3.761, 1.639, -2.663], [3.086, 1.442, -1.471], [2.216, -0.881, 0.665], [3.465, -0.581, 1.198], [4.208, -1.559, 1.832], [3.719, -2.851, 1.933], [2.483, -3.160, 1.395], [1.736, -2.180, 0.765], [0.924, 1.222, 2.109], [-0.465, 0.573, 2.236], [-3.585, 0.850, 0.250], [-3.936, 2.204, 0.549], [-3.495, 2.688, 1.579], [-4.704, 2.778, -0.198], [-4.560, 0.100, -0.396], [-7.082, -2.000, -2.133], [-3.275, -2.971, 0.080], [-1.516, -1.676, 1.156], [-1.233, 3.057, 1.402], [-1.693, 2.518, -0.220], [0.461, 2.265, -0.956], [0.816, 3.386, 0.363], [0.418, -0.241, -0.288], [1.110, -1.133, -2.395], [2.313, -0.787, -4.509], [4.016, 0.991, -4.688], [4.503, 2.420, -2.736], [3.289, 2.071, -0.619], [3.844, 0.425, 1.114], [5.175, -1.313, 2.246], [4.302, -3.614, 2.427], [2.097, -4.167, 1.466], [0.774, -2.432, 0.340], [1.662, 0.603, 2.621], [0.927, 2.210, 2.575], [-0.933, 0.876, 3.183], [-0.356, -0.511, 2.245], [-5.433, 0.606, -0.781]],
  "mulliken_charge": [-0.601, 0.467, -0.449, 0.005, -1.082, -0.336, 1.355, 0.700, -0.813, -1.043, 0.117, 0.622, 0.137, -0.357, -0.835, -0.426, -0.935, 0.129, -0.098, -0.042, -0.844, -0.481, -0.826, -0.173, -1.096, -0.886, -0.499, 1.058, -0.568, -0.655, -0.801, 0.352, 0.470, 0.333, 0.328, 0.423, 0.498, 0.389, 0.043, 0.424, 0.418, 0.397, 0.406, 0.393, 0.328, 0.408, 0.385, 0.418, 0.358, 0.520, 0.493, 0.415, 0.448, 0.609],
  "e_homo_ev": -8.3,
  "smiles": "O=C(O)c1ccc(N2CCN(C(c3ccccc3)c3ccccc3)CC2)c([N+](=O)[O-])c1",
  "e_above_lowest_kj_mol": 414.5,
  "gap_ev": 8.007
}

***

{
  "formula": "C10H14BBeIN6",
  "method": "ωB97M-V/def2-TZVPD",
  "species": ["H", "N", "B", "N", "C", "Be", "H", "C", "H", "C", "H", "C", "H", "H", "H", "N", "N", "N", "N", "C", "C", "H", "H", "C", "C", "C", "C", "H", "H", "H", "H", "H", "I"],
  "xyz": [[0.902, 3.192, 1.893], [0.378, 1.677, 0.515], [0.114, 0.333, -1.624], [0.467, 1.621, -0.860], [0.848, 2.804, -1.363], [-0.225, -0.234, 1.397], [0.907, 2.940, -2.430], [1.059, 3.657, -0.289], [1.368, 4.678, -0.335], [0.776, 2.898, 0.860], [0.175, 0.470, -2.814], [-0.504, -1.525, 2.663], [-0.528, -1.419, 3.742], [0.183, -2.329, 2.399], [-1.501, -1.808, 2.322], [-1.273, -0.057, -1.105], [1.064, -0.744, -1.098], [-1.554, -0.236, 0.265], [1.099, -1.050, 0.265], [-2.379, -0.243, -1.826], [1.931, -1.500, -1.783], [-2.347, -0.138, -2.901], [1.995, -1.405, -2.856], [-3.409, -0.557, -0.954], [2.583, -2.316, -0.868], [-2.850, -0.539, 0.327], [2.042, -1.990, 0.385], [-4.421, -0.772, -1.222], [3.333, -3.050, -1.080], [-3.359, -0.751, 1.255], [2.332, -2.376, 1.353], [-0.853, 0.551, 2.474], [1.647, 0.215, 3.293]],
  "mulliken_charge": [0.399, -0.069, -0.210, 0.220, -0.156, -0.105, 0.431, -1.034, 0.401, -0.155, -0.113, -1.051, 0.437, 0.358, 0.203, 0.274, 0.113, 0.037, 0.232, -0.044, -0.081, 0.439, 0.437, -1.170, -1.193, -0.082, -0.078, 0.402, 0.396, 0.497, 0.443, -0.107, -0.069],
  "e_homo_ev": [-8.4, -7.9],
  "e_above_lowest_kj_mol": 599.0,
  "gap_ev": [6.851, 5.696]
}

***

{
  "formula": "C9H10NO3",
  "method": "ωB97M-V/def2-TZVPD",
  "species": ["C", "O", "C", "C", "C", "C", "O", "O", "N", "C", "C", "C", "C", "H", "H", "H", "H", "H", "H", "H", "H", "H", "H"],
  "xyz": [[-3.080, -0.490, 0.508], [-2.588, 0.835, 0.477], [-1.277, 0.955, 0.150], [-0.835, 2.411, 0.007], [-0.361, -0.151, -0.215], [-0.721, -1.662, -0.587], [-1.002, -2.474, 0.268], [-0.518, -1.844, -1.811], [1.038, -0.068, -0.213], [1.842, -0.694, -1.099], [3.179, -0.730, -0.637], [3.031, -0.326, 0.746], [1.757, 0.017, 0.939], [-4.108, -0.536, 0.923], [-2.394, -1.139, 1.199], [-2.981, -0.693, -0.580], [-1.605, 3.042, -0.476], [0.117, 2.343, -0.607], [-0.676, 2.868, 0.953], [1.701, -0.770, -2.145], [4.133, -1.159, -1.048], [3.822, -0.315, 1.446], [1.524, 0.579, 1.802]],
  "mulliken_charge": [-0.723, -0.459, 0.626, -1.202, 0.283, 0.297, -0.691, -0.722, 0.410, -0.495, -0.487, -0.511, -0.529, 0.176, 0.287, 0.376, 0.352, 0.283, 0.273, 0.369, 0.319, 0.449, 0.318],
  "total_charge": -1,
  "e_homo_ev": -3.7,
  "smiles": "CO/C(C)=C(\\C(=O)[O-])n1cccc1",
  "e_above_lowest_kj_mol": 15.8,
  "gap_ev": 7.331
}

***

{
  "formula": "C8H14CoN2P",
  "method": "ωB97M-V/def2-TZVPD",
  "species": ["C", "C", "C", "C", "C", "Co", "P", "H", "H", "H", "H", "H", "H", "H", "H", "C", "N", "C", "C", "N", "H", "H", "H", "H", "H", "H"],
  "xyz": [[0.366, -0.499, -3.550], [-0.874, -1.215, -3.548], [-0.648, -2.423, -2.829], [0.760, -2.631, -2.683], [1.392, -1.387, -3.012], [0.843, 1.890, -0.766], [-0.590, 3.470, -1.267], [0.503, 0.528, -3.877], [-1.828, -0.856, -3.932], [-1.410, -3.158, -2.583], [2.435, -1.126, -2.856], [1.251, -3.506, -2.263], [-1.810, 3.432, -0.508], [-1.105, 3.724, -2.589], [-0.143, 4.793, -0.912], [1.045, -0.940, 3.761], [0.236, 0.128, 3.147], [-1.067, 0.396, 3.779], [0.494, 0.592, 1.967], [0.611, 1.052, 0.886], [0.684, -1.050, 4.785], [2.109, -0.675, 3.769], [0.909, -1.897, 3.233], [-1.288, 1.470, 3.779], [-1.876, -0.145, 3.263], [-0.998, 0.031, 4.805]],
  "mulliken_charge": [-0.602, -0.638, -0.393, -0.642, -0.584, -0.207, -0.186, 0.484, 0.348, 0.375, 0.370, 0.357, 0.028, 0.069, 0.110, -0.811, 0.054, -0.912, 0.129, -0.186, 0.274, 0.312, 0.322, 0.318, 0.315, 0.297],
  "total_charge": -1,
  "multiplicity": 4,
  "e_homo_ev": [-0.9, -2.2],
  "gap_ev": [3.322, 4.612]
}

***

| no. | E_tot (eV) |
| --- | --- |
| 1 | -113797.907 |
| 2 | -7422.890 |
| 3 | -6820.959 |
| 4 | -28431.227 |
| 5 | -37919.245 |
| 6 | -28715.909 |
| 7 | -17126.172 |
| 8 | -58413.706 |